The following is a DFT calculation (ωB97M-V/def2-TZVPD) of a 8-piece molecular cluster, C57H93NO17S2 overall in a non-equilibrium geometry.

Element x y z (Å)
C 2.266 6.632 0.591
C 2.301 5.150 0.210
N 1.240 4.401 0.891
C 1.516 2.947 0.994
C 1.418 2.169 -0.316
C -0.054 4.686 0.427
S -1.329 4.543 1.447
S -0.178 5.141 -1.254
C -1.933 5.228 -1.620
C -2.328 4.372 -2.842
C -1.546 3.073 -3.009
C -1.905 1.957 -2.050
C -2.810 2.137 -1.008
C -3.152 1.115 -0.119
C -2.559 -0.128 -0.235
C -1.645 -0.319 -1.262
C -1.315 0.684 -2.175
C -0.356 0.316 -3.250
O -0.440 0.822 -4.344
C 0.683 -0.711 -2.927
C 1.944 -0.695 -3.554
C 2.333 0.346 -4.580
C 2.862 -1.699 -3.199
C 4.259 -1.803 -3.769
C 5.325 -2.131 -2.702
O 6.403 -1.183 -2.788
C 2.506 -2.663 -2.259
C 1.273 -2.705 -1.621
C 0.995 -3.775 -0.597
C 2.224 -4.148 0.258
C 3.040 -2.927 0.696
C 3.102 -5.253 -0.370
C 0.353 -1.706 -1.980
C -1.004 -1.657 -1.387
O -1.600 -2.639 -1.013
H 2.549 7.266 -0.243
H 3.009 6.811 1.366
H 1.307 6.917 1.013
H 3.239 4.747 0.588
H 2.335 5.008 -0.872
H 0.796 2.543 1.699
H 2.510 2.860 1.420
H 0.401 2.164 -0.698
H 1.701 1.136 -0.126
H 2.074 2.608 -1.066
H -2.164 6.267 -1.829
H -2.528 4.987 -0.749
H -2.202 4.959 -3.748
H -3.384 4.130 -2.762
H -0.470 3.229 -2.972
H -1.752 2.692 -4.004
H -3.304 3.086 -0.878
H -3.879 1.327 0.649
H -2.816 -0.905 0.466
H 2.799 1.201 -4.089
H 1.518 0.642 -5.217
H 3.097 -0.073 -5.226
H 4.254 -2.630 -4.479
H 4.597 -0.909 -4.272
H 5.753 -3.113 -2.889
H 4.911 -2.105 -1.699
H 6.496 -0.782 -1.921
H 3.241 -3.404 -1.994
H 0.668 -4.678 -1.116
H 0.188 -3.494 0.065
H 1.831 -4.588 1.174
H 3.520 -3.114 1.650
H 3.806 -2.676 -0.031
H 2.370 -2.087 0.874
H 2.889 -5.410 -1.422
H 3.014 -6.184 0.178
H 4.155 -4.972 -0.303
O -8.592 -0.082 -3.799
C -7.648 -0.800 -3.607
O -6.838 -0.552 -2.566
C -5.800 -1.452 -2.145
C -4.515 -1.239 -2.913
C -7.311 -1.930 -4.555
H -6.148 -2.486 -2.192
H -5.618 -1.219 -1.095
H -4.622 -1.434 -3.982
H -3.738 -1.893 -2.516
H -4.193 -0.202 -2.803
H -6.733 -1.527 -5.385
H -8.243 -2.337 -4.940
H -6.758 -2.747 -4.098
O -5.585 -1.386 0.946
C -6.549 -1.540 1.652
O -7.409 -0.525 1.796
C -8.657 -0.653 2.490
C -8.453 -0.472 3.976
C -6.752 -2.812 2.443
H -9.145 -1.598 2.245
H -9.291 0.135 2.090
H -7.799 -1.240 4.384
H -9.402 -0.511 4.513
H -7.981 0.489 4.177
H -6.182 -2.742 3.369
H -6.369 -3.641 1.852
H -7.790 -3.028 2.679
O -6.157 -0.317 6.159
C -5.035 -0.418 5.744
O -4.481 -1.644 5.666
C -3.229 -1.895 5.016
C -2.052 -1.656 5.939
C -4.212 0.795 5.375
H -3.153 -1.321 4.091
H -3.266 -2.945 4.731
H -1.995 -0.615 6.256
H -1.119 -1.914 5.439
H -2.149 -2.266 6.837
H -3.752 1.192 6.279
H -4.882 1.545 4.963
H -3.440 0.603 4.634
O 4.559 -2.564 3.596
C 5.704 -2.561 3.232
O 6.438 -3.679 3.416
C 7.739 -3.854 2.854
C 8.820 -3.255 3.729
C 6.345 -1.335 2.629
H 7.774 -3.469 1.834
H 7.875 -4.933 2.786
H 8.703 -2.176 3.829
H 9.806 -3.456 3.309
H 8.772 -3.683 4.730
H 6.693 -0.681 3.428
H 5.590 -0.812 2.054
H 7.170 -1.546 1.954
O 6.647 0.888 0.680
C 6.680 1.444 -0.385
O 5.923 0.962 -1.392
C 5.735 1.660 -2.632
C 6.849 1.388 -3.622
C 7.599 2.614 -0.642
H 5.594 2.727 -2.452
H 4.791 1.282 -3.024
H 7.811 1.743 -3.251
H 6.642 1.884 -4.570
H 6.944 0.319 -3.805
H 8.585 2.231 -0.904
H 7.678 3.190 0.276
H 7.258 3.288 -1.424
O -3.640 8.017 -0.863
C -3.081 8.613 0.017
O -3.341 9.928 0.162
C -2.877 10.699 1.272
C -1.472 11.221 1.051
C -2.047 7.960 0.906
H -2.966 10.134 2.200
H -3.572 11.534 1.346
H -0.751 10.408 0.957
H -1.167 11.856 1.883
H -1.428 11.804 0.131
H -1.079 7.981 0.403
H -2.327 6.923 1.082
H -1.956 8.432 1.881
O 2.133 -8.290 -1.991
C 1.156 -8.451 -1.316
O 0.274 -7.435 -1.219
C -0.999 -7.550 -0.580
C -0.903 -7.314 0.913
C 0.936 -9.710 -0.509
H -1.468 -8.506 -0.820
H -1.614 -6.776 -1.036
H -0.278 -8.063 1.400
H -1.893 -7.343 1.367
H -0.456 -6.338 1.109
H 1.475 -9.619 0.433
H 1.346 -10.546 -1.070
H -0.109 -9.932 -0.304

Atomic forces in eV per Å
C 0.41 -0.16 0.13
C 0.41 0.03 0.38
N 0.22 0.13 -1.07
C -0.44 0.11 0.10
C 0.09 0.26 0.28
C -0.48 -0.25 0.64
S 0.01 -0.38 0.03
S 0.27 0.28 0.15
C -0.50 0.31 -0.46
C 0.65 -0.16 0.33
C -0.70 -0.37 -0.18
C 0.06 -0.08 -0.01
C -0.15 -0.29 0.02
C 0.31 0.28 -0.41
C -0.23 0.54 0.00
C 0.28 -0.06 0.05
C -0.23 -0.09 0.72
C -0.06 0.02 0.20
O -0.01 0.20 -0.52
C 0.44 -0.41 0.23
C -0.26 -0.18 -0.07
C 0.47 -0.55 0.08
C -0.26 0.21 0.26
C -0.01 -0.53 0.55
C 0.52 0.39 -0.36
O -0.33 -1.29 0.17
C -0.16 0.26 -0.17
C -0.34 0.28 -0.35
C 0.54 -0.27 0.01
C 0.14 -0.23 0.04
C -0.36 -0.30 0.36
C 0.36 0.53 0.17
C 0.38 0.13 -0.19
C -0.05 0.33 -0.16
O -0.19 -0.61 0.22
H -0.25 0.14 -0.16
H -0.02 0.06 0.18
H -0.18 0.12 -0.22
H 0.06 -0.21 -0.04
H -0.19 -0.04 -0.11
H 0.00 -0.04 0.20
H 0.12 -0.05 0.12
H -0.10 0.06 -0.02
H 0.15 -0.12 -0.11
H 0.09 -0.15 -0.18
H 0.00 0.17 -0.02
H 0.27 -0.18 0.32
H 0.03 0.06 -0.08
H -0.19 0.13 -0.04
H 0.10 0.09 -0.07
H 0.05 0.02 -0.17
H 0.03 0.11 -0.01
H -0.08 -0.11 0.14
H 0.06 -0.29 -0.12
H -0.21 0.28 -0.02
H -0.20 0.25 0.10
H 0.10 -0.02 -0.15
H 0.00 0.11 -0.32
H -0.05 0.15 -0.15
H -0.07 -0.22 0.12
H -0.08 -0.02 0.06
H -0.03 0.11 -0.02
H 0.03 -0.13 -0.07
H -0.19 -0.04 -0.04
H -0.18 0.22 0.01
H -0.22 0.06 0.10
H 0.17 -0.14 0.03
H -0.01 0.28 -0.01
H 0.10 0.28 -0.18
H -0.16 -0.31 -0.06
H -0.16 -0.26 -0.16
H 0.11 0.00 0.00
O 0.00 0.00 0.05
C 0.09 0.02 -0.22
O -0.11 0.02 0.23
C 0.32 0.01 0.12
C -0.03 0.08 -0.27
C -0.16 -0.30 0.20
H -0.03 0.03 -0.05
H -0.23 0.02 -0.30
H -0.03 -0.08 0.03
H 0.00 0.01 0.02
H 0.05 -0.02 0.05
H 0.02 0.01 0.00
H -0.02 0.15 -0.09
H 0.12 0.08 -0.04
O 0.09 0.02 0.23
C 0.09 -0.04 0.31
O -0.06 0.06 -0.37
C -0.15 0.04 0.32
C 0.04 -0.06 0.01
C -0.23 -0.20 -0.28
H 0.09 -0.03 -0.02
H 0.12 0.05 -0.10
H -0.06 -0.01 0.07
H -0.03 0.01 -0.04
H -0.04 0.02 0.01
H -0.01 0.02 0.03
H 0.16 0.06 0.02
H 0.03 0.08 0.13
O 0.03 -0.10 0.01
C 0.12 0.25 0.11
O -0.20 -0.20 -0.13
C 0.24 0.01 -0.01
C -0.06 0.09 0.11
C -0.05 -0.04 -0.38
H -0.02 0.04 0.02
H -0.10 -0.01 0.03
H 0.03 0.02 -0.07
H 0.00 -0.01 -0.01
H 0.01 -0.05 -0.03
H 0.01 0.00 0.01
H -0.06 0.02 0.15
H 0.08 -0.02 0.11
O 0.08 -0.06 0.14
C 0.09 0.24 0.11
O -0.15 -0.20 -0.04
C 0.22 0.02 0.00
C -0.06 0.10 0.08
C -0.11 -0.30 -0.28
H -0.01 0.05 0.02
H -0.09 -0.01 0.03
H 0.02 0.01 -0.07
H -0.01 -0.02 0.00
H 0.02 -0.05 -0.02
H 0.00 0.00 0.01
H -0.07 0.10 0.11
H 0.09 0.04 0.10
O -0.03 -0.04 -0.18
C 0.24 0.25 0.01
O -0.17 0.22 0.55
C 0.09 0.10 -0.55
C 0.30 0.12 -0.16
C -0.29 0.30 0.05
H 0.02 -0.02 0.11
H 0.01 -0.10 0.13
H 0.00 0.17 -0.02
H -0.04 0.16 0.02
H -0.06 0.42 -0.08
H 0.00 -0.01 -0.02
H 0.09 -0.13 0.08
H 0.08 -0.11 -0.09
O -0.01 0.00 -0.02
C 0.28 -0.08 -0.02
O -0.24 0.07 -0.02
C 0.15 0.11 0.09
C 0.06 -0.09 -0.10
C -0.36 0.04 0.34
H 0.03 -0.03 -0.02
H -0.06 -0.04 -0.07
H 0.00 -0.01 0.07
H -0.02 0.01 0.00
H -0.04 0.04 0.03
H 0.00 -0.01 -0.02
H 0.03 0.07 -0.26
H 0.15 0.07 -0.06
O 0.05 -0.05 -0.07
C 0.10 0.06 0.21
O -0.04 0.11 -0.21
C -0.15 0.01 0.19
C 0.15 -0.03 0.04
C -0.27 -0.16 -0.25
H 0.05 -0.03 0.03
H 0.08 0.04 -0.06
H -0.05 -0.05 0.00
H -0.01 0.01 -0.01
H -0.05 0.04 -0.03
H 0.00 0.02 0.02
H 0.16 0.06 0.03
H 0.02 0.09 0.11

Calculated values
LUMO level: -0.0162 hartree
Orbital gap: 8.0 eV
Molar mass: 1128.49 u
SMILES string: CCN(CC)C(=S)SCCCc1cccc2c1C(=O)c1c(C)c(CCO)cc(CC(C)C)c1C2=O.CCOC(C)=O.CCOC(C)=O.CCOC(C)=O.CCOC(C)=O.CCOC(C)=O.CCOC(C)=O.CCOC(C)=O
E: -4357.954657 Eh